Entry 1:
ORCA calculation (ωB97M-V with the def2-TZVPD basis set) on a molecular structure, C33H33InN6O6P4SSe2.

Cartesian coordinates (Å):
In 0.7871 0.1985 0.1234
Se 1.1057 7.0739 -0.7859
P -0.6330 5.9112 -1.0399
C -1.8908 6.0615 0.2496
C -2.7144 4.9785 0.5569
C -3.7309 5.1213 1.4893
C -3.9312 6.3488 2.1073
C -3.1096 7.4265 1.8048
C -2.0850 7.2859 0.8799
C -1.5058 6.2296 -2.5998
C -2.8184 5.8048 -2.7897
C -3.4568 6.0439 -3.9949
C -2.7894 6.7082 -5.0162
C -1.4834 7.1337 -4.8290
C -0.8412 6.8971 -3.6212
C -0.2982 4.1384 -1.0899
C 0.3988 3.2751 -0.2562
N 0.4291 2.0992 -0.9097
N -0.2422 2.2040 -2.0425
N -0.6804 3.4319 -2.1780
P 1.2501 3.3684 1.3302
Se 1.0236 1.5371 2.4778
C 0.6070 4.7004 2.3455
C 1.3392 5.8631 2.5563
C 0.8506 6.8322 3.4206
C -0.3623 6.6397 4.0643
C -1.0954 5.4780 3.8521
C -0.6104 4.5033 2.9990
C 2.9719 3.6790 0.9271
C 3.9329 3.5311 1.9281
C 5.2704 3.7152 1.6294
C 5.6532 4.0344 0.3307
C 4.6994 4.1841 -0.6624
C 3.3539 4.0109 -0.3677
H -2.5551 4.0169 0.0824
H -4.3587 4.2739 1.7325
H -4.7277 6.4633 2.8315
H -3.2601 8.3781 2.2983
H -1.4230 8.1129 0.6530
H -3.3488 5.2836 -2.0028
H -4.4765 5.7111 -4.1369
H -3.2918 6.8974 -5.9561
H -0.9624 7.6556 -5.6208
H 0.1741 7.2359 -3.4601
H 2.2768 6.0165 2.0403
H 1.4168 7.7393 3.5830
H -0.7400 7.3981 4.7384
H -2.0425 5.3304 4.3526
H -1.1643 3.5841 2.8512
H 3.6343 3.2453 2.9294
H 6.0169 3.5930 2.4025
H 6.7015 4.1616 0.0945
H 4.9973 4.4357 -1.6714
H 2.6109 4.1455 -1.1422
N -3.7322 -1.9308 -1.1827
C -2.5908 -1.4974 -0.2826
C -2.6969 -2.2781 1.0269
P -2.7321 0.2987 0.0279
O -2.9472 0.8892 -1.4544
O -3.9499 0.5402 0.8224
O -1.3522 0.6528 0.5397
P -1.0855 -2.0384 -1.1929
O -0.9638 -0.9833 -2.4020
O -1.4791 -3.3666 -1.7228
O 0.1183 -1.8190 -0.2800
H -4.5884 -2.0631 -0.6428
H -3.4199 -2.8071 -1.6310
H -3.8985 -1.2120 -1.8931
H -3.6352 -2.0356 1.5283
H -1.8837 -1.9822 1.6864
H -2.6218 -3.3535 0.8573
H -2.1198 1.0933 -1.9192
H -0.1138 -0.5220 -2.4377
C 5.5580 -0.3353 -4.4067
C 4.2553 -0.2503 -3.6707
C 3.0564 -0.0291 -4.3454
C 1.9197 0.0452 -3.5794
N 1.9431 -0.0913 -2.2508
C 3.1492 -0.2721 -1.6764
S 3.1968 -0.3307 0.0706
N 4.3004 -0.3647 -2.3488
H 5.4370 -0.8333 -5.3678
H 6.2899 -0.8642 -3.8014
H 5.9379 0.6704 -4.5994
H 3.0176 0.0776 -5.4194
H 0.9536 0.2351 -4.0359

As for the charge: 0. Its energy relative to the best compared isomer or geometry (same formula, charge and spin) is 0.0 kJ/mol.


Entry 2:
ORCA calculation (ωB97M-V with the def2-TZVPD basis set) on 2 unconnected molecules or ions with the total composition C4H12S2 at a distorted geometry.

Cartesian coordinates (Å):
C 0.0000 0.0000 0.0000
C -0.3457 -1.1541 -1.0314
S -1.8294 -2.1333 -0.5099
H 0.9426 0.5116 -0.2577
H 0.0482 -0.3153 1.0559
H -0.8316 0.7152 -0.1160
H -0.3968 -0.7727 -2.0694
H 0.5402 -1.8137 -0.9584
H -1.6573 -2.5158 0.7733
C 0.5244 -1.6984 3.1587
C 1.3952 -1.7951 1.9380
S 2.8296 -0.7596 2.1013
H 1.1209 -2.2080 3.9339
H -0.4318 -2.2354 3.0408
H 0.3112 -0.6707 3.4978
H 1.5806 -2.8646 1.7206
H 0.8136 -1.3761 1.0944
H 2.9729 -0.9508 3.4300

As for the SMILES: CCS.CCS. As for the charge: 0. Its energy relative to the best compared isomer or geometry (same formula, charge and spin) is 128.8 kJ/mol.


Entry 3:
ORCA calculation (ωB97M-V with the def2-TZVPD basis set) on 3 unconnected molecules or ions with the total composition C35H64FN4O7S2 at a distorted geometry.

Cartesian coordinates (Å):
C -0.3800 -10.2990 -6.1397
O -0.6287 -8.9491 -5.6777
C -0.5103 -8.0232 -6.8038
C -1.3320 -6.6492 -6.4953
C -0.5357 -5.6851 -5.4686
C -1.5713 -4.9438 -4.4778
C -1.7084 -3.3485 -4.7664
C -1.3704 -2.4711 -3.4359
C -1.9122 -0.9627 -3.6280
C -3.0415 -0.5517 -2.5257
C -2.3868 -0.3684 -1.0383
C -2.1331 1.1718 -0.6612
C -2.6858 1.5804 0.8118
C -1.9658 0.7756 2.0071
C -1.4632 1.6828 3.2311
C -1.4685 0.8225 4.6064
O -1.3065 1.6433 5.7942
N -1.5167 0.9310 6.9434
O -0.4875 1.0386 7.5586
C -0.4403 -0.4076 4.4799
C 0.9850 -0.0563 3.8085
C 2.1642 0.0077 4.9435
C 2.4141 1.4839 5.5173
F 2.9521 1.3541 6.8700
C 0.9880 1.2094 2.8188
N -0.0738 2.2322 3.0901
C 0.0074 3.3578 2.0553
C 1.0324 4.5105 2.5289
C 2.0353 4.8596 1.2915
S 3.8067 4.4215 1.6234
C 4.4095 3.1059 0.4897
S 5.7010 2.1636 1.0534
N 3.9080 2.8149 -0.8549
C 2.9962 3.5165 -1.7413
C 2.7772 2.7952 -3.0989
N 3.6586 1.6333 -2.9879
C 4.3041 1.6568 -1.6944
H -0.9277 -10.5407 -7.1328
H -0.7551 -11.0603 -5.3634
H 0.7448 -10.4372 -6.3774
H -0.9326 -8.4650 -7.7791
H 0.5954 -7.7139 -6.9205
H -1.5024 -6.0921 -7.4786
H -2.3566 -6.9714 -6.0950
H 0.0477 -4.8792 -6.0628
H 0.2266 -6.3023 -4.8574
H -2.6492 -5.3624 -4.5626
H -1.2841 -5.0831 -3.3633
H -1.0373 -3.0520 -5.6615
H -2.7984 -3.1188 -5.0293
H -1.9394 -2.9545 -2.5609
H -0.2530 -2.5301 -3.1583
H -2.3131 -0.8420 -4.7087
H -1.0240 -0.2354 -3.5475
H -3.7693 -1.4539 -2.5063
H -3.6074 0.3883 -2.8444
H -3.1491 -0.8548 -0.3178
H -1.4156 -0.9981 -1.0703
H -2.6119 1.9008 -1.4152
H -1.0047 1.3671 -0.6665
H -2.6661 2.7121 0.9867
H -3.8072 1.2833 0.8023
H -1.1699 0.1007 1.5425
H -2.7670 0.0608 2.4443
H -2.2158 2.5483 3.3441
H -2.5358 0.3712 4.6669
H -0.9709 -1.2219 3.8653
H -0.2309 -0.8382 5.5211
H 1.2671 -0.9739 3.1589
H 3.1090 -0.4074 4.4200
H 1.8979 -0.6912 5.8061
H 3.2517 1.9670 4.9013
H 1.4751 2.1288 5.6196
H 2.0410 1.6949 2.8226
H 0.8538 0.8182 1.7380
H 0.1821 2.6953 3.9938
H -1.0321 3.8148 1.9127
H 0.2950 2.8498 1.0701
H 1.6086 4.2301 3.4875
H 0.4067 5.4599 2.7486
H 1.9965 6.0136 1.1924
H 1.5850 4.4022 0.3489
H 2.4688 4.4981 -1.5166
H 2.0863 3.1350 -3.9383
H 5.0507 0.8288 -1.4190
O 4.7358 1.5099 -8.8378
C 5.5647 1.9384 -8.0662
O 5.7895 1.3084 -6.8980
C 6.8644 1.6238 -6.0009
C 6.4876 2.7671 -5.0799
C 6.2882 3.2240 -8.3538
H 7.7904 1.8121 -6.5488
H 7.0375 0.7252 -5.4034
H 6.2867 3.6845 -5.6380
H 7.2884 2.9658 -4.3651
H 5.5746 2.5263 -4.5284
H 5.6574 4.0644 -8.0590
H 6.4812 3.2789 -9.4291
H 7.2571 3.3038 -7.8668
O -8.4258 1.2868 10.1214
C -7.4098 1.0878 9.4962
O -6.2830 0.7201 10.1359
C -5.0834 0.2877 9.4794
C -4.2263 1.4709 9.0744
C -7.3610 1.3346 8.0142
H -5.3119 -0.3734 8.6402
H -4.5373 -0.3168 10.2079
H -4.7416 2.1154 8.3583
H -3.2912 1.1325 8.6246
H -3.9944 2.0891 9.9455
H -7.2009 2.3988 7.8328
H -8.3207 1.0364 7.5824
H -6.6010 0.7551 7.4950

As for the charge: +1.


no.,E_HOMO (hartree),gap between HOMO and LUMO (eV)
1,-0.30039,8.335
2,-0.33576,9.915
3,-0.39979,7.144